1.
{"formula": "C39H50N5O2", "method": "ωB97M-V with the def2-TZVPD basis set", "species": ["O", "O", "N", "N", "N", "N", "N", "C", "C", "C", "C", "C", "C", "C", "C", "C", "C", "C", "C", "C", "C", "C", "C", "C", "C", "C", "C", "C", "C", "C", "C", "C", "C", "C", "C", "C", "C", "C", "C", "C", "C", "C", "C", "C", "C", "C", "H", "H", "H", "H", "H", "H", "H", "H", "H", "H", "H", "H", "H", "H", "H", "H", "H", "H", "H", "H", "H", "H", "H", "H", "H", "H", "H", "H", "H", "H", "H", "H", "H", "H", "H", "H", "H", "H", "H", "H", "H", "H", "H", "H", "H", "H", "H", "H", "H", "H"], "coordinates": [[-7.015, -2.605, -0.165], [-4.988, -2.532, 0.655], [-2.374, 4.365, 0.198], [-4.336, -0.314, 0.124], [-6.415, -2.103, 0.671], [-3.476, 1.886, 0.345], [-2.122, 0.277, -0.497], [1.285, -5.479, 5.553], [4.572, 3.419, -1.433], [-4.970, -5.727, 2.166], [-0.215, 0.463, 1.149], [5.490, 11.351, -5.022], [-7.078, -7.529, 2.150], [2.030, -2.816, 5.318], [-5.891, -7.850, 2.798], [4.611, 4.798, -1.580], [-2.408, -4.506, -1.955], [-1.763, 3.510, 1.211], [4.503, 10.389, -4.862], [0.408, -4.561, 4.994], [1.919, -0.654, 1.699], [4.476, 5.364, -2.840], [0.780, -3.229, 4.879], [-2.489, -5.092, -0.698], [4.853, 9.053, -4.724], [-1.454, -5.894, -0.238], [6.190, 8.680, -4.740], [-4.834, -6.951, 2.804], [-0.254, -5.515, -2.287], [6.827, 10.977, -5.042], [-3.347, 0.520, -0.023], [2.534, -5.066, 5.994], [-7.208, -6.308, 1.504], [-4.233, -1.740, -0.202], [4.263, 3.172, -3.804], [-0.336, -6.104, -1.032], [-6.150, -5.411, 1.513], [1.064, -0.113, 0.542], [4.395, 2.606, -2.544], [2.908, -3.735, 5.874], [-1.150, 1.169, 0.199], [-1.291, -4.719, -2.751], [7.177, 9.643, -4.898], [-2.169, 2.054, 1.010], [1.856, 0.967, -0.225], [4.305, 4.552, -3.952], [8.219, 9.352, -4.910], [1.923, 0.775, -1.292], [0.994, -6.517, 5.647], [-2.069, 3.834, 2.201], [7.596, 11.728, -5.170], [-7.899, -8.233, 2.147], [4.207, 4.994, -4.935], [1.317, -1.360, 2.269], [-4.157, -5.011, 2.172], [-8.128, -6.060, 0.990], [1.481, 1.975, -0.061], [-3.409, 2.375, -0.549], [0.090, 1.204, 1.893], [-2.247, 1.550, 1.974], [4.129, 2.539, -4.671], [-6.226, -4.463, 1.017], [-0.566, -4.884, 4.650], [-3.205, -2.074, -0.083], [-0.749, -0.315, 1.698], [-3.222, -3.889, -2.321], [0.093, -2.512, 4.448], [-5.792, -8.803, 3.300], [2.322, -1.777, 5.228], [4.505, 6.440, -2.956], [3.461, 10.681, -4.845], [-4.522, -1.898, -1.243], [-3.360, -4.928, -0.075], [-1.820, -0.655, -0.744], [-0.658, 1.769, -0.561], [2.882, 0.973, 0.139], [6.464, 7.638, -4.630], [2.844, -1.096, 1.354], [0.847, -0.933, -0.144], [0.471, -6.729, -0.675], [-3.910, -7.203, 3.308], [-1.521, -6.356, 0.739], [-0.678, 3.593, 1.184], [-5.197, 0.087, 0.463], [0.617, -5.682, -2.906], [-1.703, 4.787, -0.420], [-2.975, 5.066, 0.593], [4.683, 2.977, -0.450], [5.218, 12.392, -5.131], [4.082, 8.303, -4.604], [3.216, -5.782, 6.433], [4.749, 5.432, -0.714], [-1.232, -4.270, -3.734], [2.108, 0.194, 2.357], [4.363, 1.530, -2.430], [3.883, -3.415, 6.215]], "lowdin_charge": [0.1533, -0.1214, 0.0233, 0.1837, 0.0452, 0.1105, 0.1813, -0.0925, -0.1056, -0.1066, -0.1473, -0.0945, -0.0841, -0.1026, -0.0844, -0.0917, -0.1112, -0.1950, -0.0978, -0.1004, -0.0666, -0.0915, -0.1131, -0.0989, -0.1072, -0.0830, -0.1010, -0.0882, -0.0878, -0.0928, -0.3170, -0.0889, -0.0809, -0.1963, -0.0942, -0.0828, -0.1008, -0.4057, -0.1079, -0.0912, -0.2167, -0.0960, -0.0939, -0.2615, -0.0637, -0.0907, 0.1016, 0.0778, 0.1024, 0.1219, 0.1021, 0.1050, 0.1025, 0.0657, 0.0910, 0.1037, 0.0725, 0.1328, 0.1335, 0.1478, 0.1015, 0.0408, 0.0958, 0.1275, 0.1306, 0.0902, 0.0881, 0.1047, 0.0972, 0.0871, 0.0996, 0.1370, 0.0755, 0.1515, 0.1464, 0.0709, 0.0954, 0.0874, 0.1310, 0.1062, 0.1010, 0.1029, 0.1187, 0.1650, 0.1050, 0.0776, 0.0798, 0.0958, 0.1015, 0.0885, 0.1040, 0.1025, 0.1019, 0.0881, 0.0959, 0.1031], "homo_energy_ha": -0.388, "charge": 1, "orbital_gap_ev": 6.67}

2.
{"formula": "C39H51Br2N10ORbS", "method": "ωB97M-V with the def2-TZVPD basis set", "species": ["Rb", "Br", "Br", "S", "O", "N", "N", "N", "N", "N", "N", "N", "N", "N", "N", "C", "C", "C", "C", "C", "C", "C", "C", "C", "C", "C", "C", "C", "C", "C", "C", "C", "C", "C", "C", "C", "C", "C", "C", "C", "C", "C", "C", "C", "C", "C", "C", "C", "C", "C", "C", "C", "C", "C", "H", "H", "H", "H", "H", "H", "H", "H", "H", "H", "H", "H", "H", "H", "H", "H", "H", "H", "H", "H", "H", "H", "H", "H", "H", "H", "H", "H", "H", "H", "H", "H", "H", "H", "H", "H", "H", "H", "H", "H", "H", "H", "H", "H", "H", "H", "H", "H", "H", "H", "H"], "coordinates": [[-0.036, -0.416, 0.094], [7.220, -4.549, 0.834], [5.088, -1.350, -3.268], [-0.932, -1.153, 3.411], [2.729, -1.093, -1.299], [0.085, -0.145, -3.357], [-0.608, 2.879, 0.570], [1.070, -1.307, -5.255], [-0.948, -1.201, 6.090], [-0.722, 0.309, -5.610], [-3.212, 2.860, -0.861], [1.494, 1.071, -4.922], [-2.201, -2.828, 5.018], [1.985, 1.681, 1.340], [2.528, -2.065, 1.267], [-5.885, -0.739, 4.346], [4.860, -2.090, -1.529], [0.297, 1.359, -5.712], [-3.253, 3.781, 5.147], [1.090, 0.910, -3.514], [-4.868, 2.140, 4.401], [3.661, -1.786, -0.836], [-1.356, -1.763, 4.884], [-0.377, -2.097, 7.082], [5.882, -2.894, -1.035], [-0.276, 0.082, 6.037], [-1.075, 0.173, -4.187], [-4.539, 3.245, 5.164], [-4.238, 0.342, 2.743], [5.787, -3.445, 0.213], [2.038, -0.213, -5.376], [4.504, -3.701, 2.338], [0.676, -1.399, -3.838], [3.616, -2.371, 0.523], [-0.111, -0.953, -6.038], [4.660, -3.193, 1.030], [-5.249, -0.611, 3.072], [-0.888, 3.620, -0.645], [-3.460, 0.109, 1.551], [-2.625, -3.520, 3.807], [3.394, -3.378, 3.064], [-3.249, -2.806, 6.037], [-3.924, 1.482, 3.569], [-2.315, 3.180, 4.311], [-1.906, 2.904, -1.509], [2.425, -2.541, 2.485], [-2.638, 2.076, 3.542], [1.814, 3.105, 1.122], [-5.623, -1.615, 2.125], [-2.871, -0.122, 0.485], [-6.536, -2.606, 2.418], [-7.150, -2.699, 3.671], [0.375, 3.532, 1.416], [-6.795, -1.743, 4.622], [-1.764, -3.740, 3.181], [-1.264, 4.636, -0.436], [0.585, 1.466, -6.762], [-1.998, 3.472, -2.444], [0.705, -2.214, 6.920], [2.034, 3.319, 0.072], [-5.891, 1.790, 4.401], [-3.209, 2.129, -0.136], [-0.529, -1.691, 8.085], [-0.841, -3.076, 7.024], [5.272, -4.340, 2.753], [-7.869, -3.478, 3.894], [3.254, -3.754, 4.069], [1.536, -2.258, 3.041], [0.320, 4.629, 1.315], [-0.817, 0.755, 5.376], [2.337, -0.119, -6.424], [-1.893, 1.612, 2.907], [-5.609, -0.064, 5.144], [-1.467, 2.714, 1.083], [0.150, 3.304, 2.461], [-0.060, -2.200, -3.731], [-0.854, -1.749, -5.940], [-0.264, 0.497, 7.047], [-3.385, -3.809, 6.451], [-2.992, -2.118, 6.836], [-4.191, -2.485, 5.582], [-5.142, -1.584, 1.155], [-3.112, -4.449, 4.108], [1.838, 1.420, 2.308], [0.050, 3.722, -1.204], [2.491, 3.726, 1.728], [-6.777, -3.338, 1.651], [-1.515, 1.908, -1.756], [-3.895, 2.499, -1.519], [-1.307, 3.583, 4.267], [0.755, -0.008, 5.672], [1.552, -1.624, -3.228], [6.755, -3.082, -1.646], [-0.137, 2.302, -5.369], [2.912, -0.455, -4.773], [-2.998, 4.649, 5.744], [-5.309, 3.717, 5.768], [-1.517, 1.108, -3.846], [0.174, -0.865, -7.091], [1.963, 0.648, -2.914], [2.880, 1.323, 1.036], [-7.228, -1.794, 5.618], [-1.819, -0.620, -4.079], [-3.326, -2.913, 3.226], [0.672, 1.855, -3.160]], "lowdin_charge": [0.5356, 0.6741, 0.7426, 0.7647, -0.1346, -0.0902, -0.0582, -0.0851, -0.2348, -0.0914, 0.0086, -0.0847, -0.2129, -0.0260, 0.1002, -0.0953, -0.6028, -0.1908, -0.1586, -0.1621, -0.0701, -0.4573, -0.7473, -0.0796, -0.2172, -0.1122, -0.1708, -0.1372, -0.2441, -0.6502, -0.1862, -0.0608, -0.1621, -0.1368, -0.1957, -0.2064, -0.1981, -0.2529, -0.3541, -0.0880, -0.0640, -0.0477, -0.1873, -0.1359, -0.3101, -0.1489, -0.0798, -0.2831, -0.0646, -0.2502, -0.1444, -0.1723, -0.2365, -0.1661, 0.0650, 0.1119, 0.1151, 0.1033, 0.0868, 0.1042, 0.0913, 0.0096, 0.0827, 0.0747, 0.0638, 0.0624, 0.0958, 0.0430, 0.1096, 0.0554, 0.1182, 0.0614, 0.0814, 0.0807, 0.0994, 0.1282, 0.1193, 0.0831, 0.0827, 0.0794, 0.0782, 0.0823, 0.0836, 0.0673, 0.1042, 0.0989, 0.0821, 0.0738, 0.0571, 0.0780, 0.0781, 0.1040, 0.0817, 0.1207, 0.0531, 0.0690, 0.0820, 0.1083, 0.1151, 0.1142, 0.0652, 0.0810, 0.1299, 0.0843, 0.1188], "homo_energy_ha": 0.010, "charge": -2, "relative_energy_kj_mol": 54.8, "orbital_gap_ev": 3.24}